(1)
{
  "formula": "C39H55F6NO4P2PdS2Si",
  "method": "ωB97M-V/def2-TZVPD",
  "symbols": ["Pd", "C", "Si", "C", "C", "C", "C", "C", "C", "P", "C", "C", "C", "C", "C", "C", "C", "C", "C", "C", "C", "C", "C", "C", "C", "C", "C", "C", "P", "C", "C", "C", "C", "C", "C", "C", "C", "C", "C", "C", "C", "H", "H", "H", "H", "H", "H", "H", "H", "H", "H", "H", "H", "H", "H", "H", "H", "H", "H", "H", "H", "H", "H", "H", "H", "H", "H", "H", "H", "H", "H", "H", "H", "H", "H", "H", "H", "H", "H", "H", "H", "H", "H", "H", "H", "H", "H", "H", "H", "H", "H", "H", "H", "H", "H", "H", "F", "C", "F", "F", "S", "O", "O", "N", "S", "O", "O", "C", "F", "F", "F"],
  "coordinates": [[0.55, 1.15, -0.73], [-1.59, 4.35, 0.68], [-0.83, 2.59, 0.70], [0.06, 2.35, 2.37], [0.15, 3.42, 3.27], [0.91, 3.33, 4.42], [1.59, 2.16, 4.71], [1.51, 1.09, 3.83], [0.76, 1.17, 2.66], [0.73, -0.19, 1.43], [-0.18, -1.55, 2.35], [0.47, -2.00, 3.65], [-0.24, -3.25, 4.19], [-1.72, -2.94, 4.45], [-2.39, -2.39, 3.19], [-1.64, -1.18, 2.63], [2.44, -0.88, 1.11], [3.55, -0.77, 2.17], [4.82, -1.35, 1.55], [4.68, -2.86, 1.26], [3.21, -3.30, 1.22], [2.36, -2.29, 0.47], [-2.39, 1.48, 0.81], [-3.28, 1.66, 1.87], [-4.44, 0.93, 1.99], [-4.75, -0.01, 1.02], [-3.89, -0.21, -0.05], [-2.71, 0.52, -0.16], [-1.59, 0.30, -1.61], [-2.81, 0.85, -2.92], [-3.24, 2.31, -2.67], [-2.08, 3.27, -2.96], [-1.66, 3.14, -4.42], [-1.23, 1.71, -4.72], [-2.34, 0.71, -4.37], [-1.41, -1.54, -1.84], [-2.54, -2.34, -2.48], [-2.24, -3.84, -2.32], [-0.75, -4.17, -2.53], [-0.09, -3.10, -3.39], [-0.12, -1.74, -2.67], [-2.18, 4.52, 1.58], [-2.25, 4.47, -0.18], [-0.81, 5.11, 0.62], [-0.37, 4.34, 3.05], [0.98, 4.18, 5.09], [2.19, 2.08, 5.60], [2.07, 0.19, 4.05], [-0.19, -2.41, 1.66], [0.39, -1.21, 4.39], [1.53, -2.23, 3.51], [0.24, -3.57, 5.11], [-0.16, -4.06, 3.46], [-1.79, -2.20, 5.25], [-2.23, -3.84, 4.78], [-3.42, -2.11, 3.41], [-2.42, -3.18, 2.43], [-1.68, -0.35, 3.34], [-2.13, -0.85, 1.71], [2.78, -0.20, 0.33], [3.32, -1.31, 3.09], [3.69, 0.28, 2.41], [5.67, -1.17, 2.21], [5.02, -0.80, 0.62], [5.20, -3.44, 2.03], [5.15, -3.09, 0.30], [2.83, -3.43, 2.24], [3.14, -4.28, 0.73], [1.33, -2.64, 0.42], [2.71, -2.21, -0.56], [-3.03, 2.40, 2.63], [-5.11, 1.09, 2.82], [-5.66, -0.59, 1.09], [-4.15, -0.95, -0.79], [-3.67, 0.19, -2.76], [-3.58, 2.43, -1.64], [-4.08, 2.54, -3.33], [-1.23, 3.03, -2.32], [-2.39, 4.29, -2.74], [-0.83, 3.82, -4.63], [-2.49, 3.43, -5.07], [-0.34, 1.48, -4.14], [-0.98, 1.60, -5.78], [-1.99, -0.31, -4.57], [-3.20, 0.89, -5.02], [-1.25, -1.91, -0.82], [-2.62, -2.09, -3.53], [-3.51, -2.15, -2.02], [-2.85, -4.40, -3.03], [-2.54, -4.17, -1.32], [-0.65, -5.15, -3.01], [-0.23, -4.22, -1.57], [-0.61, -3.04, -4.35], [0.95, -3.36, -3.60], [-0.03, -0.95, -3.42], [0.73, -1.65, -2.01], [3.43, 0.28, -4.86], [3.92, 0.97, -3.84], [5.00, 0.33, -3.38], [4.30, 2.17, -4.28], [2.68, 1.13, -2.47], [2.57, -0.22, -1.98], [1.50, 1.71, -3.04], [3.52, 2.08, -1.54], [2.72, 2.90, -0.46], [1.63, 3.68, -0.96], [2.55, 2.20, 0.78], [4.06, 4.12, -0.06], [4.44, 4.80, -1.15], [5.12, 3.47, 0.42], [3.64, 4.99, 0.85]],
  "spin_multiplicity": 3,
  "molar_mass_g_mol": 976.4,
  "e_tot_ev": -118927.33871,
  "lumo_ev": [0.54, -1.18]
}

(2)
{
  "formula": "C22H25N2O3",
  "method": "ωB97M-V/def2-TZVPD",
  "symbols": ["C", "O", "C", "C", "C", "C", "C", "C", "C", "C", "H", "H", "H", "H", "H", "H", "H", "H", "H", "H", "H", "O", "C", "C", "C", "C", "C", "C", "C", "C", "O", "N", "C", "C", "C", "C", "C", "N", "H", "H", "H", "H", "H", "H", "H", "H", "H", "H", "H", "H", "H", "H"],
  "coordinates": [[0.74, -1.27, 3.74], [1.22, -1.17, 2.39], [1.37, -0.03, 1.77], [1.63, -0.01, 0.38], [1.76, 1.25, -0.26], [2.04, 1.32, -1.61], [2.19, 0.16, -2.38], [2.51, 0.28, -3.83], [2.04, -1.09, -1.75], [1.76, -1.19, -0.41], [0.63, -2.33, 3.96], [1.49, -0.85, 4.43], [-0.21, -0.75, 3.87], [1.26, 0.90, 2.34], [1.64, 2.15, 0.35], [2.14, 2.30, -2.10], [2.61, -0.70, -4.30], [1.73, 0.85, -4.35], [3.45, 0.84, -3.97], [2.14, -1.99, -2.36], [1.64, -2.15, 0.09], [1.20, 2.31, 4.66], [1.27, 1.88, 5.81], [0.24, 1.18, 6.62], [0.80, 0.82, 7.84], [0.11, 0.07, 8.77], [-1.20, -0.30, 8.45], [-1.77, 0.04, 7.21], [-1.04, 0.78, 6.26], [2.22, 1.26, 7.87], [3.08, 1.10, 8.71], [2.40, 1.90, 6.63], [3.67, 2.51, 6.26], [4.67, 1.49, 5.72], [6.01, 2.13, 5.31], [6.41, 1.41, 4.01], [5.11, 0.80, 3.45], [4.21, 0.84, 4.54], [0.61, -0.19, 9.71], [-1.78, -0.87, 9.18], [-2.79, -0.27, 6.97], [-1.42, 1.05, 5.28], [3.47, 3.26, 5.48], [4.09, 3.01, 7.14], [4.83, 0.75, 6.53], [5.81, 3.19, 5.10], [6.74, 2.05, 6.11], [6.88, 2.09, 3.30], [7.10, 0.59, 4.27], [4.72, 1.41, 2.62], [5.25, -0.22, 3.05], [3.29, 0.42, 4.47]],
  "total_charge": 1,
  "molar_mass_g_mol": 365.5,
  "e_tot_ev": -32335.99188,
  "lumo_ev": -5.16
}

(3)
{
  "formula": "C40H31Cl5F18IrN5O2PS",
  "method": "ωB97M-V/def2-TZVPD",
  "symbols": ["Ir", "Cl", "C", "C", "Cl", "C", "Cl", "C", "O", "C", "Cl", "C", "Cl", "C", "C", "N", "C", "N", "C", "C", "C", "N", "C", "H", "H", "H", "H", "H", "H", "H", "H", "H", "H", "H", "H", "H", "F", "C", "F", "F", "C", "O", "C", "F", "F", "F", "C", "F", "F", "F", "C", "N", "C", "N", "S", "H", "H", "H", "H", "H", "H", "F", "C", "F", "F", "C", "C", "C", "C", "C", "C", "P", "C", "C", "C", "C", "C", "C", "C", "F", "F", "F", "C", "C", "C", "C", "C", "C", "C", "F", "F", "F", "H", "H", "H", "H", "H", "H", "H", "H", "H", "H", "H", "H"],
  "coordinates": [[-0.27, -0.05, -0.38], [1.45, 3.20, 6.04], [0.85, 2.67, 4.52], [1.66, 1.92, 3.67], [3.27, 1.53, 4.12], [1.16, 1.48, 2.45], [2.12, 0.51, 1.39], [-0.14, 1.77, 2.05], [-0.65, 1.41, 0.86], [-0.94, 2.52, 2.91], [-2.57, 2.85, 2.43], [-0.46, 2.96, 4.14], [-1.48, 3.87, 5.17], [2.90, -4.26, -2.15], [2.17, -4.00, -0.86], [1.47, -2.73, -0.95], [1.98, -1.65, -1.56], [1.44, -0.43, -1.38], [2.28, 0.70, -1.79], [2.83, 0.49, -3.18], [3.70, -0.74, -3.14], [3.07, -1.82, -2.36], [3.82, -3.08, -2.39], [2.20, -4.35, -2.98], [3.48, -5.18, -2.10], [2.89, -3.98, -0.03], [1.44, -4.77, -0.63], [0.80, -2.54, -0.20], [3.11, 0.81, -1.08], [1.70, 1.61, -1.71], [3.44, 1.35, -3.50], [2.02, 0.38, -3.90], [4.66, -0.50, -2.68], [3.90, -1.13, -4.14], [4.61, -3.06, -1.64], [4.30, -3.14, -3.37], [-2.72, -1.16, 1.77], [-1.88, -1.50, 2.76], [-1.49, -0.37, 3.35], [-2.56, -2.22, 3.65], [-0.65, -2.27, 2.18], [-0.20, -1.71, 1.03], [0.46, -2.38, 3.28], [-0.01, -2.84, 4.44], [1.41, -3.22, 2.85], [1.03, -1.21, 3.52], [-1.11, -3.74, 1.83], [-0.27, -4.27, 0.92], [-2.33, -3.75, 1.29], [-1.13, -4.56, 2.88], [-1.74, -3.42, -4.98], [-1.32, -2.95, -3.66], [-2.06, -2.18, -2.88], [-3.22, -1.72, -3.32], [-1.60, -1.90, -1.21], [-0.91, -3.95, -5.44], [-2.02, -2.58, -5.62], [-2.59, -4.11, -4.90], [-0.51, -3.35, -3.22], [-3.67, -2.07, -4.15], [-3.78, -1.19, -2.67], [-0.47, -0.68, -8.09], [-1.07, 0.48, -7.77], [-2.32, 0.44, -8.25], [-0.42, 1.46, -8.42], [-1.07, 0.72, -6.28], [-0.44, -0.16, -5.42], [-0.45, 0.08, -4.06], [-1.07, 1.21, -3.54], [-1.69, 2.10, -4.43], [-1.70, 1.86, -5.78], [-1.05, 1.56, -1.75], [-2.77, 1.91, -1.28], [-3.53, 0.97, -0.60], [-4.86, 1.24, -0.28], [-5.42, 2.45, -0.64], [-4.66, 3.40, -1.31], [-3.34, 3.14, -1.62], [-6.85, 2.77, -0.31], [-7.51, 3.20, -1.40], [-6.93, 3.75, 0.60], [-7.51, 1.71, 0.17], [-0.24, 3.19, -1.70], [0.65, 3.60, -2.71], [1.35, 4.78, -2.59], [1.17, 5.57, -1.46], [0.28, 5.20, -0.47], [-0.43, 4.02, -0.59], [1.95, 6.86, -1.35], [3.23, 6.68, -1.73], [1.43, 7.81, -2.15], [1.95, 7.33, -0.10], [0.08, -1.03, -5.82], [0.08, -0.58, -3.38], [-2.18, 2.99, -4.05], [-2.18, 2.55, -6.46], [-3.10, 0.02, -0.29], [-5.44, 0.51, 0.27], [-5.11, 4.35, -1.57], [-2.75, 3.91, -2.10], [0.80, 2.98, -3.59], [2.04, 5.09, -3.36], [0.13, 5.84, 0.39], [-1.13, 3.74, 0.18]],
  "total_charge": 1,
  "molar_mass_g_mol": 1388.2,
  "e_tot_ev": -188018.58418,
  "lumo_ev": [-3.73, -3.73]
}

(4)
{
  "formula": "C5H4Br2N2O",
  "method": "ωB97M-V/def2-TZVPD",
  "symbols": ["C", "C", "C", "N", "N", "C", "O", "C", "Br", "Br", "H", "H", "H", "H"],
  "coordinates": [[1.39, -0.76, -1.27], [1.27, 0.30, -0.50], [1.07, 1.54, -0.05], [0.18, 1.91, 0.91], [-0.65, 1.14, 1.41], [-0.88, -0.21, 0.94], [-0.24, -1.08, 1.64], [-1.52, -0.45, -0.27], [-2.47, 0.97, -1.17], [-1.83, -2.22, -0.73], [0.70, -0.74, -2.17], [1.71, -1.73, -0.90], [1.77, 2.41, -0.32], [-0.51, -1.10, 2.48]],
  "molar_mass_g_mol": 267.9,
  "e_tot_ev": -150356.72882,
  "lumo_ev": -0.59
}

(5)
{
  "formula": "C15H15ClN6OS",
  "method": "ωB97M-V/def2-TZVPD",
  "symbols": ["C", "C", "C", "C", "C", "N", "N", "C", "S", "C", "C", "C", "O", "N", "C", "C", "C", "C", "Cl", "C", "N", "N", "C", "N", "H", "H", "H", "H", "H", "H", "H", "H", "H", "H", "H", "H", "H", "H", "H"],
  "coordinates": [[-3.62, -1.95, 1.55], [-2.24, -1.79, 1.00], [-2.00, -1.93, -0.38], [-0.74, -1.73, -0.89], [-0.36, -1.77, -2.32], [0.21, -1.43, 0.01], [1.50, -1.16, -0.19], [1.95, -0.90, 1.04], [3.59, -0.41, 1.36], [3.78, 0.98, 0.14], [4.00, 0.46, -1.27], [2.57, 1.85, 0.41], [2.53, 2.63, 1.33], [1.51, 1.62, -0.43], [0.16, 1.79, -0.15], [-0.32, 2.37, 1.02], [-1.69, 2.37, 1.23], [-2.51, 1.83, 0.25], [-4.22, 1.79, 0.46], [-1.94, 1.33, -0.91], [-0.64, 1.30, -1.10], [1.04, -1.00, 2.01], [-0.07, -1.32, 1.38], [-1.29, -1.50, 1.86], [-4.05, -2.90, 1.22], [-4.25, -1.15, 1.19], [-3.58, -1.92, 2.63], [-2.81, -2.17, -1.05], [0.60, -2.27, -2.44], [-1.11, -2.27, -2.91], [-0.25, -0.74, -2.68], [4.66, 1.50, 0.52], [3.25, -0.28, -1.53], [3.97, 1.29, -1.98], [4.97, -0.01, -1.33], [1.66, 1.03, -1.24], [0.36, 2.76, 1.76], [-2.10, 2.77, 2.14], [-2.55, 0.92, -1.71]],
  "molar_mass_g_mol": 362.8,
  "e_tot_ev": -50145.44568,
  "lumo_ev": 0.22
}

(6)
{
  "formula": "C24H30N4O2",
  "method": "ωB97M-V/def2-TZVPD",
  "symbols": ["C", "C", "C", "C", "C", "O", "C", "C", "H", "H", "H", "C", "H", "C", "N", "C", "C", "H", "H", "C", "N", "C", "C", "C", "N", "H", "H", "N", "C", "O", "C", "C", "C", "C", "C", "C", "H", "H", "H", "H", "H", "H", "C", "C", "H", "H", "H", "H", "H", "H", "H", "H", "H", "H", "H", "H", "H", "H", "H", "H"],
  "coordinates": [[3.13, -0.49, 0.29], [2.30, -1.10, -0.86], [2.40, -2.26, -1.69], [1.31, -2.22, -2.38], [0.71, -1.16, -1.95], [1.12, -0.40, -0.89], [-0.90, -0.53, -2.33], [-0.66, -0.33, -3.82], [-0.39, -1.13, -4.45], [0.06, 0.57, -3.95], [-1.83, 0.04, -4.13], [-1.90, -1.99, -2.18], [-1.21, -2.76, -2.21], [-2.99, -1.67, -1.16], [-2.12, -1.33, 0.10], [-1.57, -2.22, 0.78], [-0.44, -1.59, 1.67], [0.21, -1.09, 1.19], [-0.02, -2.68, 2.15], [-1.33, -0.79, 2.76], [-0.17, -0.15, 3.55], [0.47, 0.90, 3.22], [1.24, 1.20, 4.23], [0.67, 0.55, 5.31], [-0.05, -0.62, 4.84], [1.10, 0.43, 6.21], [2.25, 2.13, 4.24], [0.64, 1.16, 1.76], [1.45, 2.45, 1.42], [2.24, 3.04, 2.02], [1.31, 2.50, -0.11], [2.57, 2.96, -0.80], [2.31, 3.27, -2.21], [1.23, 3.27, -2.80], [0.05, 2.88, -2.07], [-0.05, 2.40, -0.78], [-0.66, 2.15, -0.21], [-1.17, 2.93, -2.59], [1.00, 3.39, -3.85], [3.08, 3.57, -2.62], [3.34, 3.27, -0.41], [0.01, 0.89, 1.22], [-2.23, 0.16, 2.18], [-3.02, -0.50, 1.10], [-3.73, 0.01, 0.67], [-3.69, -1.34, 1.41], [-1.69, 1.03, 1.50], [-2.80, 0.65, 2.73], [-1.71, -1.61, 3.46], [-1.03, -2.90, 0.09], [-2.18, -3.11, 1.20], [-3.52, -2.60, -1.03], [-3.53, -0.93, -1.60], [-2.52, -1.79, -3.30], [-1.22, 0.21, -1.90], [0.83, -2.88, -3.14], [3.38, -2.82, -1.57], [3.30, 0.56, 0.28], [4.07, -1.10, 0.27], [2.56, -0.50, 1.18]],
  "molar_mass_g_mol": 406.5,
  "e_tot_ev": -35409.03465,
  "lumo_ev": 0.18
}

Please write out number 4 again, unchanged.
{
  "formula": "C5H4Br2N2O",
  "method": "ωB97M-V/def2-TZVPD",
  "symbols": ["C", "C", "C", "N", "N", "C", "O", "C", "Br", "Br", "H", "H", "H", "H"],
  "coordinates": [[1.39, -0.76, -1.27], [1.27, 0.30, -0.50], [1.07, 1.54, -0.05], [0.18, 1.91, 0.91], [-0.65, 1.14, 1.41], [-0.88, -0.21, 0.94], [-0.24, -1.08, 1.64], [-1.52, -0.45, -0.27], [-2.47, 0.97, -1.17], [-1.83, -2.22, -0.73], [0.70, -0.74, -2.17], [1.71, -1.73, -0.90], [1.77, 2.41, -0.32], [-0.51, -1.10, 2.48]],
  "molar_mass_g_mol": 267.9,
  "e_tot_ev": -150356.72882,
  "lumo_ev": -0.59
}